<i>
Here is a molecular structure, C45H45BrCl2IN10O9SSeY from the OMol25 dataset. Energies are from ωB97M-V with the def2-TZVPD basis set.

The LUMO energy comes out at 3.403 eV. Its charge is -2. Its molecular weight is 1347.6 g/mol. As for the spin multiplicity: 1. For the HOMO energy, the calculation gives -3.342 eV.

Atoms and positions in Å:
Y 0.62103 0.53481 -0.19151
O -3.54256 2.73014 0.95706
C -3.58543 2.60629 2.29461
C -4.66383 3.19151 2.96126
C -4.77657 3.08033 4.33325
C -3.82061 2.38319 5.06329
C -2.75968 1.79855 4.39604
C -2.61582 1.89444 3.01937
C -1.50055 1.20560 2.30545
O -1.20491 1.62363 1.13611
N -0.92388 0.23999 2.96730
N 0.08911 -0.31783 2.20603
C 0.84163 -1.11875 2.85511
C 1.98328 -1.75164 2.18723
C 2.79792 -2.63677 2.88679
C 3.90865 -3.15980 2.25356
C 4.19407 -2.75107 0.96279
C 3.33655 -1.84593 0.35526
N 2.22766 -1.39583 0.92579
H -2.64374 2.39350 0.68839
H -5.38957 3.73069 2.37534
H -5.61390 3.54649 4.83739
H -3.90001 2.30591 6.13712
H -2.00618 1.23674 4.93316
H 0.67049 -1.29872 3.92081
H 2.55506 -2.89557 3.90806
H 4.55837 -3.85466 2.77492
H 5.08194 -3.08257 0.44364
H 3.53891 -1.43959 -0.62774
N -5.55015 -1.68625 4.48644
C -4.62709 -2.01955 3.47692
C -3.26180 -1.96760 3.73306
C -2.35340 -2.24624 2.72776
C -2.79766 -2.58990 1.45824
C -4.15891 -2.68327 1.20886
C -5.06770 -2.42098 2.21811
S -1.63063 -2.70968 0.14731
O -0.41167 -3.24174 0.72961
O -2.27937 -3.46132 -0.90583
N -1.28596 -1.21999 -0.27457
C -2.22560 -0.47934 -0.93822
N -3.47666 -0.88607 -1.17270
C -4.25307 -0.01130 -1.79612
C -3.83397 1.23981 -2.21455
C -2.51223 1.55869 -1.93865
N -1.72676 0.71259 -1.30335
H -5.17400 -0.99395 5.12091
H -6.42596 -1.34753 4.10593
H -2.90528 -1.65330 4.70374
H -1.29194 -2.16338 2.91364
H -4.49294 -2.94265 0.21803
H -6.12951 -2.48408 2.01915
H -5.27577 -0.32931 -1.97530
H -4.49331 1.93050 -2.71264
H -2.05751 2.49962 -2.22642
Cl 0.61810 1.74349 -2.81969
O 4.39255 0.54716 1.46377
Se 3.34252 1.54682 0.71312
O 2.77584 0.85945 -0.72685
O 1.85378 1.58737 1.50547
O 3.96058 3.02838 0.45089
C 2.40634 -6.14556 -0.67497
C 1.42721 -6.37931 -1.83278
C 0.06080 -5.81881 -1.44179
C 1.27614 -7.89767 -1.98733
C 1.96954 -5.72861 -3.15611
O 3.01332 -6.56015 -3.69378
C 0.90678 -5.44289 -4.23105
C 0.27749 -6.62986 -4.97802
C -1.19567 -6.81542 -4.72707
C -1.71525 -8.05783 -4.38895
C -3.06991 -8.23589 -4.15423
C -3.91114 -7.14696 -4.25479
Cl -5.62265 -7.35511 -3.95711
C -3.42612 -5.89225 -4.57927
C -2.07354 -5.73782 -4.81705
C 2.75491 -4.41729 -2.94898
N 1.97978 -3.20370 -2.83346
C 1.48288 -2.59763 -1.76094
N 1.03541 -1.39772 -2.06408
C 1.27820 -1.32034 -3.39687
N 1.84579 -2.38128 -3.91042
H 2.10746 -6.75215 0.17898
H 2.41170 -5.11344 -0.33199
H 3.42631 -6.42304 -0.94500
H -0.20935 -6.15826 -0.44373
H -0.72894 -6.14156 -2.11931
H 0.03174 -4.73362 -1.40774
H 0.87451 -8.29974 -1.05748
H 2.22740 -8.39735 -2.17359
H 0.57171 -8.16920 -2.76830
H 2.61119 -7.38607 -3.98464
H 1.36574 -4.77898 -4.96570
H 0.12229 -4.84873 -3.76515
H 0.76995 -7.58056 -4.76235
H 0.42899 -6.46743 -6.04941
H -1.05051 -8.90627 -4.30190
H -3.46641 -9.20297 -3.88436
H -4.09591 -5.04836 -4.62638
H -1.69441 -4.75437 -5.04773
H 3.35137 -4.28002 -3.85575
H 3.43899 -4.48482 -2.10664
H 1.42367 -3.04750 -0.78681
H 1.04536 -0.43684 -3.96257
Br -2.12087 5.75866 0.59773
C -0.48525 5.61716 1.56631
C -0.42322 6.33692 2.75149
C 0.72470 6.29590 3.52201
C 1.80251 5.53385 3.09908
C 1.73364 4.81824 1.91521
C 0.58077 4.85067 1.12963
I 0.57432 3.77029 -0.64903
H -1.27798 6.91849 3.06403
H 0.76801 6.85286 4.44635
H 2.70490 5.48421 3.69178
H 2.56558 4.21488 1.58210

---

<ii>
Here is a molecular structure, C45H45BrCl2IN10O9SSeY from the OMol25 dataset. Energies are from ωB97M-V with the def2-TZVPD basis set.

The LUMO energy comes out at 3.647 eV. Its charge is -2. Its molecular weight is 1347.6 g/mol. As for the spin multiplicity: 1. For the HOMO energy, the calculation gives -3.537 eV.

Atoms and positions in Å:
Y 0.94369 -0.42595 1.01516
O -2.06992 2.56368 1.93006
C -1.36627 3.53878 2.51047
C -2.05592 4.73893 2.73197
C -1.41635 5.82904 3.28311
C -0.06874 5.75646 3.62737
C 0.60952 4.57148 3.41145
C -0.01030 3.44910 2.86444
C 0.76084 2.18616 2.66066
O 0.10709 1.09324 2.58673
N 2.05814 2.32600 2.54719
N 2.67299 1.07149 2.45593
C 3.94085 1.12715 2.48101
C 4.74935 -0.10661 2.60218
C 6.03539 -0.14466 2.07518
C 6.76913 -1.30770 2.20901
C 6.20360 -2.38005 2.88045
C 4.91936 -2.23586 3.38854
N 4.20266 -1.12682 3.26398
H -1.55303 1.73194 1.80788
H -3.09830 4.77408 2.44679
H -1.97207 6.74560 3.44469
H 0.43940 6.60910 4.05716
H 1.65725 4.47739 3.66463
H 4.44837 2.09257 2.44732
H 6.41128 0.70091 1.51761
H 7.75819 -1.38026 1.77316
H 6.73421 -3.31442 3.00615
H 4.44295 -3.05395 3.91888
N 3.07994 -2.82109 -6.23663
C 3.35603 -2.16733 -5.01965
C 2.59516 -1.07064 -4.62626
C 2.86365 -0.43280 -3.43041
C 3.90481 -0.86612 -2.61972
C 4.68603 -1.93797 -3.02337
C 4.41578 -2.58216 -4.21960
S 4.19780 -0.05381 -1.08469
O 3.75116 1.30387 -1.26408
O 5.58652 -0.29583 -0.76156
N 3.21529 -0.70749 -0.00115
C 3.36253 -2.00202 0.39225
N 4.31031 -2.83672 -0.05672
C 4.24595 -4.07798 0.39682
C 3.28370 -4.54013 1.28288
C 2.35851 -3.60150 1.70662
N 2.41569 -2.35339 1.29288
H 2.10469 -2.76133 -6.49426
H 3.36932 -3.78909 -6.23360
H 1.77064 -0.73399 -5.24388
H 2.26698 0.41084 -3.11591
H 5.49573 -2.26131 -2.38744
H 5.02608 -3.42260 -4.53091
H 5.00967 -4.75849 0.02976
H 3.24759 -5.56641 1.61555
H 1.55480 -3.83766 2.39717
Cl 0.62931 -1.91379 -1.35578
O -1.41078 0.30115 0.51759
Se -2.03685 -1.09021 1.22773
O -3.00751 -1.91215 0.21908
O -0.56040 -1.89981 1.43191
O -2.65403 -0.77339 2.70280
C -1.71881 0.02137 -4.60156
C -2.69406 0.73427 -3.65618
C -2.79329 -0.07692 -2.35785
C -4.08137 0.65649 -4.31287
C -2.28273 2.25218 -3.42956
O -2.72473 3.03744 -4.55700
C -2.80572 2.85301 -2.11508
C -4.31254 3.17101 -2.00106
C -5.14258 2.25233 -1.12727
C -6.37803 1.79201 -1.56594
C -7.15305 0.94769 -0.78278
C -6.67664 0.56246 0.45482
Cl -7.65023 -0.51404 1.43791
C -5.45151 1.00120 0.92678
C -4.69957 1.85358 0.13305
C -0.76004 2.54630 -3.50983
N -0.02260 2.38830 -2.27342
C 0.32768 1.27757 -1.64486
N 0.84803 1.57637 -0.46513
C 0.82074 2.92981 -0.44533
N 0.29965 3.47527 -1.51987
H -2.15851 -0.92751 -4.91551
H -0.77616 -0.22539 -4.10914
H -1.51307 0.60822 -5.50017
H -2.89698 -1.13572 -2.60094
H -3.66239 0.19862 -1.76357
H -1.93774 -0.00775 -1.69402
H -4.39007 -0.38941 -4.34407
H -4.08783 1.03052 -5.34052
H -4.84024 1.18053 -3.73372
H -3.67826 2.92857 -4.62373
H -2.25073 3.77877 -1.94721
H -2.50707 2.18928 -1.29997
H -4.80070 3.21963 -2.98008
H -4.39646 4.18747 -1.60694
H -6.74163 2.08640 -2.54508
H -8.10786 0.57928 -1.13266
H -5.06674 0.65859 1.87921
H -3.73784 2.17259 0.51182
H -0.65364 3.59885 -3.76391
H -0.27540 1.95968 -4.28218
H 0.18892 0.26996 -2.01276
H 1.20692 3.51242 0.37333
Br 0.75213 -3.24078 7.65683
C -0.32224 -3.83827 6.20058
C -1.10465 -4.96135 6.43747
C -1.90674 -5.46832 5.42766
C -1.92756 -4.84897 4.18653
C -1.15057 -3.72682 3.95120
C -0.33648 -3.21239 4.96023
I 0.76024 -1.55078 4.49522
H -1.07688 -5.42894 7.41139
H -2.51698 -6.34115 5.61922
H -2.55863 -5.22601 3.39301
H -1.16418 -3.22306 2.98895

---

Which is the most stable structure? <i> is the most stable.

---

<i>
Here is a single C3H3N3O molecule from the OMol25 dataset. Energies are from ωB97M-V with the def2-TZVPD basis set.

The LUMO energy comes out at -0.273 eV. As for the SMILES: [H]/N=N/C=C\N=C=O. Its charge is 0. Its molecular weight is 97.1 g/mol. As for the spin multiplicity: 1. For the HOMO energy, the calculation gives -9.482 eV.

Atoms and positions in Å:
O 2.16157 -1.89688 0.33178
C 1.02083 -1.72220 0.16141
N 0.67246 2.16876 0.07059
N 0.46321 0.93842 0.06319
C -0.87913 0.56327 -0.12316
C -1.14052 -0.75462 -0.15022
N -0.18665 -1.75223 -0.01619
H 1.68922 2.27330 0.20543
H -1.65512 1.32105 -0.23913
H -2.14587 -1.13888 -0.30371

---

<ii>
Here is a single C3H3N3O molecule from the OMol25 dataset. Energies are from ωB97M-V with the def2-TZVPD basis set.

The LUMO energy comes out at 0.223 eV. As for the SMILES: [H]/N=N\[C@@H]1OC1=C=N. Its charge is 0. Its molecular weight is 97.1 g/mol. As for the spin multiplicity: 1. For the HOMO energy, the calculation gives -9.172 eV.

Atoms and positions in Å:
N 2.36937 -0.97778 1.01398
C 1.26627 -0.57274 0.65146
N -0.89833 1.04337 -1.87152
N -1.72900 0.88171 -0.97336
O -0.85202 0.50229 1.28287
C -1.33355 -0.03392 0.07305
C 0.05848 -0.15112 0.43362
H 3.14931 -0.33455 0.85700
H -2.01019 -0.87748 0.17708
H -0.02035 0.52020 -1.64419

---

Which is the most stable structure? <i> is the most stable.

---

<i>
Here is a single C3H3N3O molecule from the OMol25 dataset. Energies are from ωB97M-V with the def2-TZVPD basis set.

The LUMO energy comes out at -0.042 eV. As for the SMILES: O=c1cn[nH]cn1. Its charge is 0. Its molecular weight is 97.1 g/mol. As for the spin multiplicity: 1. For the HOMO energy, the calculation gives -9.937 eV.

Atoms and positions in Å:
O -0.37238 0.08467 -2.09689
C 0.06767 -0.41661 -1.09193
C -0.81963 -1.08394 -0.08784
N -1.00122 -0.40160 0.97291
N -0.14056 0.75578 1.08139
C 1.15048 0.54686 0.51003
N 1.33047 -0.12092 -0.56157
H -0.60417 1.48337 0.53368
H -1.38542 -1.99787 -0.24906
H 1.98944 0.96487 1.06444

---

<ii>
Here is a molecular structure, C3H3N3O from the OMol25 dataset. Energies are from ωB97M-V with the def2-TZVPD basis set.

The LUMO energy comes out at 0.655 eV. Its charge is 0. Its molecular weight is 97.1 g/mol. As for the spin multiplicity: 1. For the HOMO energy, the calculation gives -9.703 eV.

Atoms and positions in Å:
N -1.04202 1.20418 1.35833
C -0.12389 0.56048 0.81685
N -1.64764 -0.19871 -2.28091
N -1.19454 -1.20286 -2.28947
O 0.44199 0.68179 -0.51441
C 1.24927 -0.38909 -0.12525
C 0.79741 -0.55396 1.11945
H -1.45432 1.90984 0.74869
H 1.97104 -0.82882 -0.80168
H 1.00269 -1.18286 1.96841

---

Which is the most stable structure? <ii> is the most stable.

---

<i>
Here is a molecular structure, C3H3N3O from the OMol25 dataset. Energies are from ωB97M-V with the def2-TZVPD basis set.

The LUMO energy comes out at -0.565 eV. Its charge is 0. Its molecular weight is 97.1 g/mol. As for the spin multiplicity: 1. For the HOMO energy, the calculation gives -9.920 eV.

Atoms and positions in Å:
N -1.88538 -0.75735 0.63403
C -0.68198 -0.57865 0.68487
N 0.54778 -0.85573 1.26158
N 1.25630 -0.95681 0.20422
O 0.66935 1.88276 0.59149
C 0.58238 1.33823 -0.48131
C 0.63495 -0.15124 -0.73054
H -2.31039 -1.49009 1.18280
H 0.44750 1.91249 -1.42113
H 0.84516 -0.39076 -1.78442

---

<ii>
Here is 2 unconnected molecules or ions with the total composition C3H3N3O from the OMol25 dataset. Energies are from ωB97M-V with the def2-TZVPD basis set.

The LUMO energy comes out at 0.422 eV. As for the SMILES: N=C=CC=O.N#N. Its charge is 0. Its molecular weight is 97.1 g/mol. As for the spin multiplicity: 1. For the HOMO energy, the calculation gives -9.758 eV.

Atoms and positions in Å:
N 2.03284 -0.02625 0.30403
C 0.88613 -0.39536 0.15310
N 1.01366 2.32717 -0.52404
N -0.06467 2.30146 -0.30179
O -1.97761 0.44207 0.80260
C -1.62938 -0.62461 0.34493
C -0.26621 -1.02038 -0.02370
H 2.46439 0.44092 -0.49192
H -2.36392 -1.44075 0.18213
H -0.09523 -2.00426 -0.44533

---

<iii>
Here is 2 unconnected molecules or ions with the total composition C3H3N3O from the OMol25 dataset. Energies are from ωB97M-V with the def2-TZVPD basis set.

The LUMO energy comes out at 0.446 eV. As for the SMILES: N=C=CC=O.N#N. Its charge is 0. Its molecular weight is 97.1 g/mol. As for the spin multiplicity: 1. For the HOMO energy, the calculation gives -9.682 eV.

Atoms and positions in Å:
N 2.47328 -0.76771 0.62142
C 1.32764 -0.85402 0.23506
N -1.38652 2.76800 -0.83358
N -1.56940 1.90934 -1.49660
O -0.79343 0.56489 1.44087
C -0.99063 -0.26820 0.58019
C 0.05741 -1.03281 -0.10260
H 3.08681 -0.07341 0.20310
H -2.01858 -0.50366 0.23761
H -0.18659 -1.74241 -0.88547

---

<iv>
Here is a single C3H3N3O molecule from the OMol25 dataset. Energies are from ωB97M-V with the def2-TZVPD basis set.

The LUMO energy comes out at -0.360 eV. Its charge is 0. Its molecular weight is 97.1 g/mol. As for the spin multiplicity: 1. For the HOMO energy, the calculation gives -10.051 eV.

Atoms and positions in Å:
N -1.39069 -0.43524 -0.06171
C -0.68547 0.67339 -0.32522
N -0.74369 -1.62438 -0.34391
N 0.40263 -1.34723 -0.78070
O 0.73750 0.16531 1.81032
C 0.80367 0.76750 0.78194
C 0.53261 0.05962 -0.75810
H -2.27623 -0.50205 0.41904
H 1.30746 1.72964 0.61922
H 1.31221 0.51344 -1.36088

---

Which is the most stable structure? <iii> is the most stable.